No. 1
Below is a structure of composition C50H61F6N7O22Y, with properties calculated with ωB97M-V/def2-TZVPD.

Summary:
Electronic energy ... -125665.4253 eV
E_HOMO ... -0.205 hartree
Orbital gap ... 7.39 eV
F_max ... 5.138 eV Å⁻¹

Structure (ORCA input):
```
! wB97M-V def2-TZVPD RIJCOSX def2/J DEFGRID3
* xyz -1 1
Y -1.54 2.00 1.21
O -0.89 1.61 3.46
C -1.94 1.84 4.37
C -3.38 2.12 3.72
O -3.59 2.45 2.35
H -1.67 2.67 5.01
H -2.02 1.03 5.10
H -3.82 2.98 4.23
H -4.07 1.31 3.95
O -2.00 -0.08 0.28
C -0.74 -0.76 0.09
C 0.51 0.15 -0.42
O 0.40 1.53 -0.05
H -0.86 -1.76 -0.33
H -0.48 -0.98 1.13
H 0.54 -0.08 -1.49
H 1.45 -0.24 -0.01
N 3.82 1.71 1.14
C 4.62 2.77 1.19
C 5.94 2.29 1.31
C 5.87 0.90 1.47
C 4.58 0.57 1.34
H 2.82 1.77 0.98
H 4.25 3.76 1.00
H 6.78 2.97 1.34
H 6.74 0.29 1.68
H 4.09 -0.39 1.26
N 2.22 3.28 -1.79
C 1.84 4.20 -2.70
C 3.02 4.66 -3.32
C 3.98 3.69 -3.07
C 3.48 2.88 -2.07
H 1.64 2.65 -1.25
H 0.82 4.52 -2.82
H 3.01 5.46 -4.05
H 5.00 3.58 -3.40
H 3.79 2.02 -1.49
N 1.65 2.79 5.01
C 2.95 2.70 4.61
C 3.77 3.07 5.68
C 2.96 3.41 6.73
C 1.65 3.27 6.28
H 0.85 2.49 4.47
H 3.20 2.31 3.63
H 4.85 3.12 5.75
H 3.16 3.75 7.74
H 0.68 3.26 6.76
N -3.79 -3.52 1.57
C -4.84 -4.00 0.78
C -5.68 -4.73 1.65
C -5.17 -4.66 2.94
C -4.01 -3.92 2.89
H -3.04 -2.92 1.26
H -4.86 -3.74 -0.27
H -6.62 -5.22 1.46
H -5.54 -5.14 3.83
H -3.27 -3.69 3.65
N -3.42 -0.98 -2.47
C -2.55 -1.39 -3.46
C -3.14 -1.26 -4.70
C -4.47 -0.98 -4.43
C -4.64 -0.69 -3.07
H -3.15 -0.73 -1.53
H -1.51 -1.53 -3.21
H -2.78 -1.54 -5.68
H -5.19 -0.92 -5.23
H -5.50 -0.31 -2.53
N 0.28 -1.04 4.22
C -0.19 -2.28 4.22
C 0.66 -3.07 5.04
C 1.79 -2.37 5.33
C 1.54 -1.11 4.82
H -0.05 -0.17 3.82
H -1.14 -2.62 3.84
H 0.53 -4.10 5.34
H 2.63 -2.63 5.96
H 2.19 -0.25 4.83
N -1.58 5.01 2.49
C -0.24 4.72 2.53
C 0.12 4.58 1.20
C -0.93 4.63 0.36
C -2.01 4.82 1.17
H -2.13 4.98 3.33
H 0.34 4.55 3.43
H 1.18 4.50 0.98
H -0.91 4.59 -0.72
H -3.06 4.93 0.95
C 2.04 0.45 -3.93
C 0.84 1.36 -4.35
O -0.08 0.46 -4.98
C 0.49 -0.77 -5.13
O 0.08 -1.61 -5.88
O 1.72 -0.81 -4.48
F 1.24 2.28 -5.27
H 2.18 0.25 -2.86
H 2.94 0.98 -4.20
H 0.43 1.94 -3.52
C -5.25 -0.01 0.38
C -6.72 -0.42 0.51
O -7.33 0.38 -0.48
C -6.65 1.53 -0.52
O -7.05 2.58 -0.98
O -5.42 1.36 -0.06
F -7.16 -0.09 1.72
H -4.58 -0.60 -0.24
H -4.91 -0.01 1.41
H -6.84 -1.50 0.39
C 5.97 -2.89 -2.19
C 5.23 -1.61 -1.80
O 6.12 -1.11 -0.80
C 6.87 -2.11 -0.28
O 7.49 -2.03 0.75
O 6.84 -3.09 -1.10
F 4.05 -1.89 -1.19
H 6.55 -2.86 -3.11
H 5.27 -3.70 -2.34
H 5.00 -0.99 -2.67
C -3.35 2.32 -4.13
C -2.14 3.20 -4.25
O -1.61 2.99 -2.94
C -2.60 2.64 -2.09
O -2.52 2.50 -0.86
O -3.66 2.56 -2.76
F -2.46 4.45 -4.49
H -3.09 1.29 -4.40
H -4.20 2.71 -4.69
H -1.47 2.88 -5.06
C 0.17 -4.84 -4.60
C -0.39 -4.34 -3.25
O 0.62 -3.42 -2.85
C 1.77 -3.91 -3.33
O 2.87 -3.57 -2.93
O 1.55 -4.65 -4.44
F -0.49 -5.35 -2.36
H -0.23 -4.23 -5.41
H -0.15 -5.84 -4.89
H -1.33 -3.78 -3.30
C 1.56 -3.48 0.92
C 2.73 -4.40 0.58
O 1.99 -5.50 0.08
C 0.77 -5.58 0.66
O 0.10 -6.64 0.65
O 0.55 -4.41 1.26
F 3.35 -4.72 1.75
H 1.25 -2.94 0.03
H 1.71 -2.77 1.74
H 3.50 -3.94 -0.04
*
```



No. 2
Below is a structure of composition C3HLiO3Tl, with properties calculated with ωB97M-V/def2-TZVPD.

Summary:
Electronic energy ... -14165.4640 eV
E_HOMO (alpha / beta) ... -0.271 / -0.322 hartree
Orbital gap (alpha / beta) ... 6.70 / 8.07 eV
F_max ... 2.397 eV Å⁻¹
<S²> ... 0.758

Structure (ORCA input):
```
! wB97M-V def2-TZVPD RIJCOSX def2/J DEFGRID3
* xyz 0 2
O 0.42 0.04 0.47
C -0.85 -0.28 0.18
O -1.72 0.58 0.48
O -1.12 -1.37 -0.39
Li -2.96 -0.71 -0.31
Tl 1.79 1.75 -0.09
C 2.66 -0.42 0.70
C 1.56 -1.11 0.64
H 1.18 -2.12 0.56
*
```



No. 3
Below is an isolated molecule of C17H27NO4, with properties calculated with ωB97M-V/def2-TZVPD.

Summary:
Electronic energy ... -27745.4562 eV
E_HOMO ... -0.329 hartree
Orbital gap ... 9.64 eV
Energy relative to the best compared isomer or geometry (same formula, charge and spin) ... 65.9 kcal per mole
F_max ... 0.808 eV Å⁻¹

Structure (ORCA input):
```
! wB97M-V def2-TZVPD RIJCOSX def2/J DEFGRID3
* xyz 0 1
C -2.17 -2.56 1.10
C -0.69 -2.84 1.36
O 0.20 -1.98 0.67
C 0.26 -0.66 1.12
O -0.85 0.10 0.69
C -0.82 0.44 -0.65
C -2.14 0.86 -1.22
O -2.26 1.21 -2.38
N -3.15 0.83 -0.33
C -4.49 1.17 -0.65
C -5.62 0.41 -0.03
C -5.35 1.84 0.38
C 0.28 0.41 -1.40
C 1.62 0.02 -0.88
C 2.05 -1.30 -1.50
C 2.65 -1.30 -2.88
C 3.51 -1.60 -1.69
C 1.58 -0.03 0.66
C 1.71 1.38 1.28
C 3.11 1.70 1.82
C 4.20 1.78 0.75
O 4.04 2.87 -0.13
H -2.47 -1.63 1.57
H -2.77 -3.37 1.51
H -2.35 -2.49 0.03
H -0.49 -2.79 2.44
H -0.43 -3.84 1.00
H 0.19 -0.64 2.22
H -2.94 0.55 0.62
H -4.56 1.48 -1.69
H -6.49 0.20 -0.63
H -5.38 -0.37 0.67
H -6.04 2.61 0.06
H -4.93 2.01 1.36
H 0.18 0.68 -2.44
H 2.35 0.78 -1.20
H 1.41 -2.12 -1.24
H 2.40 -2.11 -3.55
H 2.79 -0.36 -3.38
H 4.23 -0.85 -1.39
H 3.85 -2.61 -1.53
H 2.39 -0.67 1.02
H 1.40 2.13 0.55
H 1.01 1.46 2.11
H 3.40 0.94 2.54
H 3.06 2.66 2.34
H 5.16 1.95 1.23
H 4.25 0.84 0.20
H 3.16 2.82 -0.53
*
```



No. 4
Below is an isolated molecule of C3H8N4O, with properties calculated with ωB97M-V/def2-TZVPD.

Summary:
Electronic energy ... -11246.9322 eV
E_HOMO ... -0.277 hartree
Orbital gap ... 8.28 eV
Energy relative to the best compared isomer or geometry (same formula, charge and spin) ... 62.1 kcal per mole
F_max ... 3.509 eV Å⁻¹

Structure (ORCA input):
```
! wB97M-V def2-TZVPD RIJCOSX def2/J DEFGRID3
* xyz 0 1
N 2.43 -0.70 -0.78
C 1.31 -0.14 -0.19
C 0.04 -0.33 -0.57
O -0.19 -1.11 -1.71
C -1.22 0.21 0.11
N -2.42 -0.12 -0.49
N -1.37 0.92 1.19
N -0.28 1.36 1.86
H 3.25 -0.61 -0.18
H 2.28 -1.69 -1.00
H 1.57 0.49 0.65
H 0.67 -1.10 -2.18
H -3.19 -0.10 0.16
H -2.36 -0.96 -1.07
H 0.06 2.22 1.41
H -0.57 1.66 2.79
*
```



No. 5
Below is a cluster of 13 separate species, C35H53Cl24F3NO4P in total, with properties calculated with ωB97M-V/def2-TZVPD.

Summary:
Electronic energy ... -364809.6941 eV
E_HOMO ... -0.278 hartree
Orbital gap ... 6.75 eV
F_max ... 3.220 eV Å⁻¹

Structure (ORCA input):
```
! wB97M-V def2-TZVPD RIJCOSX def2/J DEFGRID3
* xyz 0 1
C 0.38 3.93 -1.94
C 0.47 3.21 -0.96
C 0.43 2.24 0.18
C 0.89 2.75 1.46
C 1.44 4.18 1.67
C 2.97 3.99 2.00
C 3.78 3.55 0.73
C 5.03 2.66 1.11
C 4.73 1.14 0.96
C 5.23 0.52 -0.38
O 4.58 -0.73 -0.66
C 5.52 -1.78 -0.85
C 0.86 1.89 2.61
C 0.37 0.54 2.39
C -0.07 -0.04 1.16
P -0.66 -1.83 1.12
C 0.87 -2.89 1.16
C 0.56 -4.40 0.82
C -1.83 -2.25 2.50
C -1.32 -3.47 3.37
C -0.03 0.87 -0.03
C -0.46 0.39 -1.46
O 0.60 -0.25 -2.21
C 1.45 0.62 -2.80
F 2.24 -0.11 -3.62
F 2.30 1.17 -1.90
F 0.86 1.54 -3.57
C 0.46 -0.05 3.81
O 0.00 -1.04 4.30
N 1.22 0.84 4.68
C 1.23 2.15 4.08
O 1.46 3.19 4.62
H 0.26 4.60 -2.79
H 1.41 4.79 0.75
H 0.98 4.66 2.55
H 3.39 4.94 2.40
H 3.14 3.21 2.76
H 4.15 4.44 0.15
H 3.18 2.94 0.02
H 5.31 2.85 2.17
H 5.88 2.92 0.43
H 3.63 0.94 1.07
H 5.22 0.55 1.77
H 4.96 1.22 -1.21
H 6.33 0.36 -0.38
H 6.30 -1.78 -0.05
H 4.97 -2.74 -0.78
H 6.01 -1.70 -1.85
H 1.61 -2.55 0.41
H 1.42 -2.85 2.14
H 1.27 -4.82 0.05
H -0.49 -4.48 0.41
H 0.69 -5.03 1.73
H -2.07 -1.41 3.18
H -2.76 -2.61 2.04
H -1.90 -3.59 4.30
H -0.25 -3.33 3.66
H -1.35 -4.42 2.81
H -0.96 1.23 -1.98
H -1.23 -0.38 -1.33
H 2.18 0.49 4.73
C -1.75 -7.35 1.81
Cl -2.30 -5.95 0.89
Cl -0.80 -8.45 0.81
H -1.14 -7.00 2.64
H -2.62 -7.88 2.19
C -4.53 -0.68 -0.13
Cl -4.82 -2.22 0.69
Cl -2.90 0.00 0.13
H -4.66 -0.85 -1.20
H -5.26 0.03 0.22
C 0.74 -5.08 -3.07
Cl 0.36 -6.08 -1.66
Cl 0.31 -3.39 -2.80
H 1.81 -5.15 -3.27
H 0.18 -5.46 -3.93
C 1.17 -10.82 3.46
Cl 0.79 -11.82 4.86
Cl 0.75 -9.13 3.74
H 2.24 -10.88 3.26
H 0.62 -11.18 2.60
C -0.29 -8.56 -5.62
Cl 0.42 -8.63 -4.00
Cl -0.36 -6.89 -6.22
H 0.32 -9.15 -6.30
H -1.29 -8.96 -5.58
C 4.23 2.47 -4.30
Cl 3.80 3.94 -5.19
Cl 5.26 1.40 -5.27
H 4.77 2.75 -3.40
H 3.33 1.94 -4.04
C -4.87 3.27 1.29
Cl -5.46 2.52 2.78
Cl -5.51 2.45 -0.14
H -5.19 4.30 1.26
H -3.78 3.21 1.27
C -3.18 -11.26 -4.29
Cl -2.41 -11.14 -5.88
Cl -4.64 -12.26 -4.36
H -2.48 -11.70 -3.59
H -3.45 -10.26 -3.96
C -0.64 7.16 0.58
Cl -0.12 8.72 -0.07
Cl -0.34 5.84 -0.56
H -0.09 6.97 1.50
H -1.71 7.21 0.79
C -2.69 10.95 1.12
Cl -2.80 12.27 2.30
Cl -3.23 9.42 1.82
H -3.32 11.18 0.27
H -1.66 10.85 0.81
C -2.42 7.82 -3.18
Cl -2.97 8.15 -1.53
Cl -1.70 6.20 -3.31
H -3.27 7.88 -3.85
H -1.67 8.56 -3.46
C -7.15 7.94 1.66
Cl -7.62 9.27 0.59
Cl -6.20 6.73 0.79
H -6.55 8.35 2.47
H -8.04 7.47 2.05
*
```



No. 6
Below is an isolated molecule of C24H26N4O6, with properties calculated with ωB97M-V/def2-TZVPD.

Summary:
Electronic energy ... -43552.6527 eV
E_HOMO ... -0.295 hartree
Orbital gap ... 7.26 eV
Energy relative to the best compared isomer or geometry (same formula, charge and spin) ... 0.0 kcal per mole
F_max ... 1.338 eV Å⁻¹

Structure (ORCA input):
```
! wB97M-V def2-TZVPD RIJCOSX def2/J DEFGRID3
* xyz 0 1
C 1.09 0.80 -5.67
O 1.60 -0.40 -5.12
C 0.86 -1.06 -4.20
C -0.41 -0.68 -3.77
C -1.04 -1.40 -2.78
C -0.44 -2.51 -2.20
C -1.06 -3.24 -1.09
O -1.03 -4.56 -1.17
C -1.57 -2.63 0.03
C -1.97 -3.40 1.17
O -2.04 -4.62 1.24
C -2.28 -2.40 2.28
O -2.71 -2.62 3.39
N -2.00 -1.17 1.77
C -2.37 0.03 2.47
C -1.20 0.75 3.15
N -0.32 1.40 2.20
C -0.82 2.66 1.68
C -0.67 3.83 2.68
N 0.69 3.98 3.16
C 1.18 2.72 3.70
C 1.05 1.57 2.68
C -1.52 -1.17 0.41
C -0.10 -0.68 0.25
C 0.93 -1.32 0.94
C 2.26 -1.00 0.70
C 2.58 -0.04 -0.25
C 1.55 0.60 -0.92
N 1.86 1.59 -1.91
O 3.01 1.98 -1.98
O 0.96 1.99 -2.62
C 0.22 0.30 -0.67
C 0.80 -2.92 -2.67
C 1.45 -2.20 -3.64
H 1.88 1.17 -6.32
H 0.18 0.62 -6.25
H 0.89 1.54 -4.88
H -0.90 0.17 -4.20
H -2.04 -1.11 -2.47
H -1.40 -4.95 -0.33
H -2.88 0.70 1.77
H -3.08 -0.28 3.25
H -1.62 1.44 3.89
H -0.62 0.00 3.70
H -0.24 2.89 0.78
H -1.86 2.55 1.39
H -1.31 3.66 3.55
H -0.98 4.76 2.20
H 1.29 4.27 2.39
H 2.22 2.85 3.99
H 0.59 2.49 4.60
H 1.40 0.63 3.11
H 1.67 1.80 1.81
H -2.18 -0.54 -0.21
H 0.69 -2.09 1.66
H 3.04 -1.51 1.23
H 3.60 0.21 -0.47
H -0.55 0.84 -1.20
H 1.27 -3.80 -2.25
H 2.43 -2.49 -4.00
*
```